Molecular formula: C23H55N4
Method: DFT, wB97M-V/def2-TZVPD

Calculated values
Charge ... -1
Largest force on an atom ... 0.04368 Eh/bohr
DFT total energy ... -1128.2439 hartree
Kohn-Sham gap ... 4.127 eV
HOMO level ... -1.33 eV

Structure (XYZ):
```
82
Properties=species:S:1:pos:R:3:forces:R:3:mulliken_charge:R:1
N -1.059895 -4.544131 -3.865320 0.212 0.127 0.082 0.216
N -3.135864 3.311065 5.056512 0.153 0.335 0.010 0.111
N -1.123491 -1.633796 -0.272528 0.007 0.031 0.694 -0.626
N -0.947258 0.669142 -1.019884 -0.378 -0.056 1.478 -0.644
C 5.995348 0.062561 -1.033727 0.427 0.636 1.133 -0.323
C 1.426928 -4.905413 -4.339427 0.180 -0.064 0.038 -1.088
C 6.360579 -0.442018 0.410039 -0.133 0.221 -1.098 -1.199
C -5.520206 2.676887 5.359209 -0.013 -0.046 0.057 -1.452
C -4.301456 2.695590 4.446528 -0.088 -0.106 0.108 -0.276
C -0.584767 3.173831 -1.034773 -0.343 -0.360 -0.168 -0.570
C 0.297421 -4.018194 -3.811351 0.052 0.265 -0.008 -0.672
C -0.888015 -7.009056 -3.206938 0.046 -0.174 0.126 -0.994
C -3.040305 -5.006517 -5.291704 -0.051 -0.070 -0.004 -1.427
C -1.468641 -0.230766 0.008637 0.622 1.232 -1.772 0.030
C -2.366595 1.251205 6.361109 0.151 -0.116 0.168 -0.958
C -1.369098 -5.587440 -2.902680 -0.324 -0.031 0.059 -0.740
C -1.398960 2.424216 3.399720 0.179 0.017 0.044 -0.250
C 3.944368 3.392694 -0.887064 0.750 -0.724 0.384 -0.957
C -1.539169 -4.764099 -5.216766 -0.131 -0.076 0.050 -0.395
C -2.707563 2.743047 6.323363 -0.235 -0.036 0.192 -0.713
C 0.929677 2.880544 -0.889814 0.280 1.391 0.502 -0.400
C 3.078916 3.157280 0.402040 -0.478 0.459 -1.142 -0.844
C 1.659722 3.799971 0.151153 0.828 -1.636 0.386 -0.439
C -2.071625 3.602953 4.102263 0.057 0.098 -0.212 -0.942
C 4.358421 2.033796 -1.559712 1.094 0.982 0.189 -0.732
C -1.506610 1.971273 -0.651241 0.057 -1.062 -1.213 -0.218
C 5.727420 1.607461 -0.913836 -1.154 -0.637 -0.523 -0.734
H -2.119563 1.719143 2.985329 0.039 0.015 -0.031 0.253
H -6.389207 2.313003 4.807551 0.036 -0.017 -0.006 0.442
H -1.851494 3.312942 6.696009 0.028 0.053 -0.207 0.326
H 1.201522 -5.327253 -5.320975 -0.024 -0.007 0.022 0.265
H -4.096117 1.671174 4.106083 -0.072 -0.043 -0.070 0.225
H 3.576310 1.269030 -1.434505 0.278 0.275 -0.030 0.490
H -2.324000 0.911998 7.400369 -0.019 0.025 -0.015 0.378
H -1.092646 -7.308216 -4.236851 0.007 0.045 -0.004 0.239
H -1.322537 -3.871329 -5.809871 0.167 0.028 0.132 0.451
H -0.792607 2.789690 2.568387 -0.068 -0.040 -0.026 -0.067
H -1.304608 4.205053 4.600159 -0.079 -0.053 0.157 0.362
H -3.113428 0.639370 5.852802 0.008 0.045 -0.033 0.241
H 0.526032 -3.728093 -2.782459 -0.138 -0.072 0.022 0.302
H -4.568943 3.269425 3.555445 0.220 0.024 -0.026 0.441
H 4.889594 3.871385 -0.555005 -0.399 0.015 -0.447 0.477
H 6.836525 -0.127888 -1.723725 -0.416 -0.048 0.197 0.301
H -1.407297 -7.717837 -2.555817 -0.003 0.030 -0.012 0.388
H -3.357031 -5.046197 -6.336099 0.029 -0.015 0.010 0.435
H 1.144660 3.784168 1.132243 -0.136 0.283 -0.576 0.082
H 3.555139 3.535116 1.322298 -0.074 0.063 -0.417 0.385
H -2.455822 -5.618754 -2.775255 0.016 0.023 -0.094 0.405
H 2.982536 2.058508 0.507867 -0.188 0.540 0.226 0.446
H -3.591397 -4.200745 -4.803851 0.061 -0.023 0.050 0.328
H 1.415574 3.070256 -1.866785 -0.137 -0.310 0.373 0.121
H -0.992709 -5.286414 -1.921642 0.117 0.139 -0.119 0.338
H -3.495789 2.928078 7.061163 -0.054 -0.019 -0.085 0.390
H -3.325993 -5.953202 -4.828645 -0.014 0.031 0.005 0.287
H 0.314221 -3.079814 -4.374276 -0.136 -0.042 -0.031 0.443
H 3.471979 4.061966 -1.622353 -0.089 -0.199 0.437 0.487
H 5.551312 -0.093915 1.073255 0.416 -0.397 -0.024 0.318
H 1.657669 -5.721631 -3.654398 -0.034 -0.043 -0.061 0.245
H -0.725658 1.884090 4.066488 -0.059 -0.054 0.001 0.243
H -2.457050 2.078775 -1.251783 0.090 0.512 0.571 0.192
H 4.566465 2.174489 -2.638887 -0.439 -0.113 0.372 0.282
H -2.589114 -0.077734 0.038719 0.187 -0.376 0.492 0.110
H 1.821773 4.828225 -0.213803 -0.335 -0.229 0.275 0.320
H -5.750816 3.679267 5.726403 0.067 -0.013 0.017 0.333
H -1.828762 1.995997 0.420627 0.390 0.344 -0.257 -0.284
H -1.018728 -5.599814 -5.709356 -0.019 -0.040 -0.120 0.276
H -1.785366 -2.185588 0.263570 0.086 -0.336 -0.249 0.225
H 0.178006 -7.128580 -3.017213 0.009 -0.006 -0.109 0.268
H 5.095801 -0.460470 -1.400926 0.394 0.241 0.101 0.310
H -0.793191 3.417370 -2.095678 0.090 -0.115 0.452 0.335
H -2.487710 4.261503 3.332458 -0.136 -0.062 0.044 0.359
H -1.392713 1.044041 5.920743 -0.070 -0.048 -0.103 0.282
H 7.310571 0.038042 0.704689 -0.399 -0.258 0.083 0.267
H 2.339616 -4.313241 -4.442345 -0.039 0.019 0.004 0.419
H -1.021622 0.059079 0.995655 -0.463 -0.393 0.063 -0.037
H -1.240249 -1.840646 -1.257995 -0.195 0.291 -0.032 0.174
H 6.471610 -1.536839 0.444190 -0.066 0.366 0.159 0.375
H 6.521147 2.204999 -1.393692 -0.197 -0.236 0.271 0.308
H -0.915815 4.060911 -0.449798 0.399 -0.306 -0.224 0.258
H 5.664459 1.917493 0.147641 0.261 -0.341 -0.381 0.376
H -5.379512 2.016439 6.217402 -0.017 0.033 0.002 0.284
H 1.145692 1.841090 -0.597368 -0.649 0.213 -0.309 0.337
```
Forces are in eV/Å.

Molecular formula: C23H57N11O28
Method: DFT, wB97M-V/def2-TZVPD

Calculated values
Largest force on an atom ... 0.18919 Eh/bohr
ΔE to the lowest compared entry with this formula, charge and spin ... 2212.1 kJ/mol
DFT total energy ... -3617.6209 hartree
Kohn-Sham gap ... 8.507 eV
HOMO level ... -9.85 eV

Structure (XYZ):
```
119
Properties=species:S:1:pos:R:3:forces:R:3:mulliken_charge:R:1
O 9.923960 17.229960 -11.735970 -1.402 -1.317 -0.129 -0.617
O 5.838680 10.423490 -12.195620 0.811 0.927 -0.684 1.227
O 7.526430 16.689410 -9.606840 -1.144 0.920 -0.631 -0.602
O 4.974470 9.816000 -16.069250 3.340 -4.203 2.256 -0.648
O 9.780520 8.991240 -16.606490 0.321 -1.956 0.880 -0.601
O 10.805730 9.565140 -10.757720 -0.208 -1.365 -0.329 -0.741
O 5.095670 11.745950 -16.515730 -0.319 3.373 0.947 -0.568
O 4.000320 12.296920 -11.155720 -1.109 -1.278 1.685 -0.242
O 6.386520 9.219710 -8.657140 0.257 0.075 -1.132 0.057
O 7.152810 9.544210 -15.382980 -9.373 -1.036 -2.392 -0.174
O 6.882890 10.254010 -6.722020 -0.166 -0.348 0.038 -0.591
O 7.507640 12.281790 -7.830970 -1.121 0.279 -0.447 -0.598
O 10.377270 13.558160 -9.916270 3.424 -5.555 0.852 -0.624
O 9.248420 8.633010 -14.504940 3.363 -1.466 -3.734 -0.363
O 9.928590 7.689070 -10.062810 0.701 -0.573 -0.321 -0.637
O 5.403800 11.607100 -14.372800 0.906 1.752 -4.049 0.174
O 7.225180 11.981970 -12.885200 -0.395 2.164 0.703 0.657
O 8.179920 15.884370 -12.030910 2.254 0.659 -0.772 -0.433
O 10.331760 12.130420 -16.426260 -1.313 -0.651 0.294 -0.714
O 8.698570 10.802260 -15.839500 1.446 3.656 -0.970 -0.394
O 5.450790 5.649050 -10.648140 -1.382 -1.705 -3.436 -0.553
O 6.852240 7.513990 -10.726970 -1.410 -2.773 0.401 0.363
O 2.118320 11.167440 -11.135980 0.715 0.870 0.236 -0.681
O 8.876420 12.170690 -10.744980 3.281 1.471 1.088 0.190
O 5.361050 14.658960 -13.806270 -3.264 3.919 -0.749 -0.391
O 8.331490 14.213410 -7.713220 1.287 1.822 0.315 -0.616
O 3.574830 15.741180 -14.520890 1.706 -0.547 1.241 -0.632
O 7.308490 18.207630 -11.156320 -1.041 -1.991 0.885 -0.582
N 9.237700 16.255510 -11.459580 -0.514 0.251 -0.529 0.824
N 9.797610 12.501290 -9.937410 -1.740 -1.971 1.393 0.721
N 7.485100 13.470920 -8.092300 -1.647 -1.513 0.151 1.045
N 3.183110 11.518800 -11.626530 -1.422 0.042 -1.126 0.677
N 5.865100 9.408450 -15.266410 0.282 -2.000 -3.074 0.536
N 9.862070 8.786370 -10.553350 -0.618 2.658 1.026 1.516
N 9.391390 11.795300 -15.696440 3.170 0.512 -1.026 0.970
N 4.190320 15.005780 -13.735540 -2.254 -0.393 -2.829 0.771
N 6.988830 17.139170 -10.620680 -0.502 1.534 0.555 1.090
N 9.187370 8.389810 -15.728730 -0.482 0.914 -0.385 1.030
N 5.543690 12.177420 -15.468640 0.818 0.638 -1.841 0.332
C 6.382290 14.003840 -8.932830 -0.557 2.058 3.180 -0.437
C 5.387900 8.444670 -14.176950 0.363 2.434 -0.917 -1.481
C 5.275710 9.989870 -9.036670 -1.447 1.327 -0.050 0.364
C 5.742840 16.378250 -11.087860 -0.144 1.990 -0.727 -1.235
C 6.144070 6.469350 -10.196230 1.425 1.761 3.980 0.385
C 8.060630 7.461540 -16.120170 -0.141 -0.483 0.904 -0.604
C 7.931650 9.879630 -13.339410 0.453 2.531 -1.161 0.287
C 9.653730 15.358460 -10.367240 -0.846 2.905 -1.285 -0.809
C 8.520580 9.366800 -10.784890 -0.808 -0.049 1.038 1.237
C 7.125860 9.431400 -7.563960 -1.164 0.569 1.311 0.989
C 3.467670 11.044650 -12.992830 -0.265 -0.566 0.455 -0.876
C 8.132570 6.994360 -12.748030 -0.859 -0.300 -0.460 -1.421
C 8.168080 8.387180 -7.496310 0.836 0.694 -0.471 -1.286
C 6.653780 13.512230 -11.101960 -1.009 -3.027 -5.010 1.878
C 6.846160 10.776790 -12.775490 1.966 -1.721 0.916 -0.824
C 9.172570 12.661550 -14.528030 -1.296 0.090 -0.223 0.201
C 6.319210 13.045690 -12.511600 2.566 -0.279 1.292 0.387
C 6.924200 7.714690 -12.116030 -0.518 -2.114 0.946 -0.761
C 4.483990 9.484220 -10.268000 0.443 -1.883 1.129 -0.618
C 3.341860 14.283500 -12.778230 0.192 0.608 1.231 -0.506
C 6.453150 13.416320 -15.696930 0.892 -0.601 -0.251 -0.691
C 9.999390 11.626940 -8.756040 0.329 -1.025 1.425 -0.815
C 6.182480 6.583230 -8.666890 0.109 -0.686 -0.921 -0.638
H 2.542410 13.677900 -13.205120 0.069 0.616 -0.629 0.285
H 7.718770 8.855210 -10.252460 1.381 0.115 0.001 -0.424
H 9.106930 7.224550 -12.317060 -0.292 0.167 0.062 -0.011
H 5.164130 16.199310 -10.181660 -0.037 0.031 -0.254 0.353
H 5.825120 5.670780 -8.189580 -0.063 -0.059 -0.393 0.469
H 10.676580 12.079260 -8.031520 0.149 0.307 -0.599 0.370
H 6.589340 13.916470 -13.108970 1.215 -1.770 0.707 0.642
H 8.310840 8.154050 -8.551470 0.617 -0.625 0.551 0.452
H 8.911210 10.016820 -12.881430 -0.393 0.452 -0.146 0.822
H 5.919810 15.470550 -11.664800 0.524 1.804 0.207 0.824
H 10.333600 10.610630 -8.964620 0.269 0.528 -0.747 0.357
H 4.041420 8.495690 -10.145390 -0.245 -0.214 0.807 0.673
H 6.068230 14.042040 -16.502180 -0.715 -0.209 0.418 0.454
H 4.401100 11.533610 -13.271610 -2.166 -0.100 0.234 0.032
H 4.304030 8.558410 -14.157190 0.280 -0.321 0.142 0.983
H 3.742850 9.989980 -12.999440 -0.274 0.144 0.663 -0.044
H 3.631690 10.136850 -10.457070 1.030 -0.823 0.610 0.380
H 9.090320 8.777540 -7.065960 -0.153 -0.133 0.221 0.349
H 7.671720 8.837420 -13.524700 0.637 2.054 0.297 -0.193
H 5.929870 8.905960 -13.351370 -1.747 -0.542 -0.588 0.436
H 6.683480 13.982780 -14.794610 -0.030 -0.719 -0.990 0.291
H 8.129660 12.406190 -14.340320 1.069 0.660 0.593 -1.353
H 7.377950 13.028030 -16.123630 -0.322 -0.364 0.025 0.288
H 5.973700 7.424770 -12.563900 0.578 -0.964 0.975 1.473
H 5.139110 9.292560 -11.117820 -0.694 0.460 0.774 -0.373
H 10.728300 15.540250 -10.348330 -0.223 -0.375 0.273 0.412
H 5.729430 7.415510 -14.287760 -0.116 0.341 -0.923 0.576
H 6.946550 8.798430 -12.230560 -0.426 -2.036 1.114 -2.315
H 5.266030 12.828240 -12.689490 1.568 -0.266 0.341 -0.749
H 8.346990 10.413940 -10.536990 1.300 -0.342 -0.017 -0.500
H 3.964560 13.599950 -12.201080 -0.347 1.145 -0.246 0.302
H 9.269180 13.708680 -14.814890 0.288 -0.207 -0.123 0.434
H 8.063530 5.908520 -12.813390 -0.446 -0.093 0.601 0.461
H 8.170700 7.298550 -13.794030 0.229 -0.513 0.990 0.508
H 7.503280 7.377560 -15.187220 0.484 -0.957 -0.477 0.185
H 6.878130 14.298610 -9.857680 0.001 1.426 2.738 -0.363
H 7.728980 13.689200 -11.075070 -0.780 0.378 -0.257 -0.773
H 6.386070 12.818910 -10.304630 0.176 -0.680 -2.290 -0.890
H 9.077770 11.474090 -8.194460 -0.080 0.395 -0.581 0.196
H 9.145950 15.641530 -9.445210 0.456 0.112 -0.211 0.427
H 4.618490 10.128490 -8.178210 -0.150 -0.266 0.146 0.916
H 8.347000 9.300140 -11.858910 0.835 -0.523 2.246 -1.732
H 7.744270 7.549910 -6.941800 0.575 0.238 0.207 0.390
H 7.187860 6.803980 -8.308310 -1.097 -0.172 -0.404 0.124
H 7.268320 7.927460 -16.706040 1.147 -0.025 -1.040 0.339
H 2.554510 11.097920 -13.585620 0.156 0.558 -0.029 0.473
H 2.947980 15.098130 -12.170490 -0.364 -0.361 0.229 0.454
H 5.254980 17.019460 -11.821990 -0.190 0.408 0.481 0.332
H 8.491860 6.522410 -16.466840 -0.217 0.190 -0.164 0.367
H 5.944600 14.856500 -8.413690 0.455 0.154 0.306 0.373
H 9.826040 12.426370 -13.687940 -0.014 -0.300 -0.272 0.518
H 6.055840 14.420290 -11.179370 0.427 -1.964 1.490 -0.753
H 8.217180 10.246800 -14.325190 -0.416 0.762 1.509 0.296
H 5.440920 7.373770 -8.551890 0.361 -0.159 0.829 -0.011
H 5.580400 11.010990 -9.265950 0.423 0.063 -0.091 -1.078
H 5.556180 13.335100 -9.174540 0.428 -0.133 1.169 0.656
H 9.348890 14.347710 -10.638460 -0.909 2.686 -1.180 -0.021
```
Forces are in eV/Å.